Formula: C32H82N2O32PS9
Source: the Open Molecules 2025 dataset
Level of theory: the ωB97M-V functional and the def2-TZVPD basis

Last columns: bonded neighbours and bond lengths (Å).
Geometry (Å):
1 H 2.2458 9.3083 -2.5270  C122 1.091
2 H -3.8155 2.7148 -0.9435  C151 1.091
3 C -0.9486 -7.7724 1.8576  H26 1.090, H35 1.088, H44 1.086, S47 1.767
4 P 2.4243 0.8839 -4.1361  O5 1.663, O20 1.498, C116 1.871, O135 1.663
5 O 1.3420 0.9404 -5.3975  P4 1.663, H105 0.971
6 H 10.6228 -7.3230 6.4206  C71 1.091
7 C 2.4300 -6.4600 1.4359  H23 1.088, H33 1.088, S38 1.764, H119 1.087
8 H -2.4526 -9.9941 -1.2685  C53 1.090
9 H 1.8311 10.1367 -0.1997  C34 1.093
10 C -1.7517 -4.6504 -0.3637  H31 1.090, H123 1.092, O124 1.440, C154 1.514
11 O -0.6426 -14.2203 -0.7151  S102 1.434
12 H 2.2784 -14.4669 -0.7378  C127 1.089
13 C -4.8853 14.6567 -2.7615  C69 1.517, H72 1.093, O144 1.433, H150 1.091
14 O 0.6747 -12.3473 0.2922  S102 1.432
15 H -0.3724 0.4747 -2.9588  C42 1.088
16 C -1.6895 7.8548 -0.5528  H28 1.088, S96 1.764, H136 1.089, H145 1.088
17 O -5.9005 11.6252 -2.3846  S79 1.435
18 H 6.4257 -6.9903 3.4317  C75 1.090
19 O -1.6344 0.2652 -0.4414  S129 1.433
20 O 1.7901 1.1481 -2.8054  P4 1.498
21 H -3.1552 11.9994 -0.2278  C77 1.088
22 H -6.4613 13.6873 -3.8850  C69 1.091
23 H 1.4320 -6.0317 1.3638  C7 1.088
24 O 7.8005 -8.7939 4.8996  S132 1.433
25 H 2.3552 3.6300 -6.2340  C49 1.112
26 H -0.8405 -8.8537 1.7783  C3 1.090
27 H -4.8820 11.8614 0.2375  C77 1.088
28 H -1.9470 8.3103 0.4006  C16 1.088
29 O -2.1319 -0.7965 4.4922  S66 1.604, C108 1.437
30 C -0.3428 0.8054 4.0504  H84 1.091, C108 1.517, H117 1.092, H125 1.091
31 H -1.6114 -3.6764 0.1056  C10 1.090
32 C 4.2624 1.7549 -6.0422  O85 1.289, O111 1.240, C116 1.577
33 H 2.3710 -7.5465 1.4113  C7 1.088
34 C 1.1896 10.4546 -1.0251  H9 1.093, O48 1.433, H98 1.091, C122 1.517
35 H -1.7386 -7.5282 2.5646  C3 1.088
36 H -3.9412 -1.1959 6.4146  C90 1.088
37 H -4.8623 7.1301 2.9104  C61 1.089
38 S 3.1154 -5.9613 2.9830  C7 1.764, O40 1.433, O97 1.603, O114 1.435
39 H 11.4716 -8.3998 3.6893  C41 1.090
40 O 3.4320 -4.5652 2.9274  S38 1.433
41 C 10.7164 -8.2295 4.4572  H39 1.090, C71 1.517, O121 1.435, H147 1.092
42 C -0.7878 -0.5135 -2.7745  H15 1.088, H87 1.088, H118 1.088, S129 1.763
43 H 1.2364 10.5892 -3.1796  C122 1.091
44 H -0.0066 -7.3228 2.1570  C3 1.086
45 O -4.8294 8.7445 0.4655  S57 1.437
46 H -6.3909 15.4380 -4.0963  C69 1.091
47 S -1.4040 -7.1626 0.2629  C3 1.767, O113 1.433, O124 1.600, O139 1.436
48 O -0.0430 9.7244 -1.0113  C34 1.433, S96 1.607
49 C 1.9517 4.0993 -5.3108  H25 1.112, C65 1.551, H83 1.125, H89 1.126
50 O -5.1900 6.2805 0.2128  S57 1.430
51 O 0.7739 7.7869 0.2974  S96 1.433
52 H -7.6467 7.4923 -2.9883  C133 1.091
53 C -1.4929 -10.4946 -1.1418  H8 1.090, H54 1.092, H86 1.091, C112 1.516
54 H -1.4255 -10.8344 -0.1066  C53 1.092
55 H 2.4843 -13.0253 -1.7669  C127 1.088
56 H -6.2755 6.8125 -2.1105  C133 1.091
57 S -5.5887 7.5534 0.7294  O45 1.437, O50 1.430, C61 1.765, O110 1.601
58 H 9.2940 -11.8605 5.7174  C152 1.088
59 H -6.7709 9.1159 -1.2590  C156 1.093
60 H 1.2730 5.0077 -2.9386  C64 1.121
61 C -5.8217 7.4010 2.4719  H37 1.089, S57 1.765, H99 1.088, H138 1.088
62 H 11.8802 -6.6611 5.3744  C71 1.091
63 H 1.5706 -14.4432 -2.3770  C127 1.088
64 C 2.2043 4.4323 -2.7000  H60 1.121, C65 1.571, H104 1.109, H130 1.123
65 C 2.7984 3.8545 -4.0342  C49 1.551, C64 1.571, N158 1.285
66 S -3.4820 0.0702 4.4835  O29 1.604, O70 1.433, C90 1.766, O100 1.433
67 H -3.2660 -5.6322 -1.5578  C154 1.092
68 H -7.0373 14.7338 -2.5970  C69 1.091
69 C -6.2747 14.6309 -3.3710  C13 1.517, H22 1.091, H46 1.091, H68 1.091
70 O -4.0163 0.0902 3.1544  S66 1.433
71 C 11.3656 -7.5785 5.6639  H6 1.091, C41 1.517, H62 1.091, H106 1.091
72 H -4.1171 14.4909 -3.5204  C13 1.093
73 H 5.7077 -5.4502 3.8798  C75 1.093
74 C -4.3418 0.9358 -2.0497  O107 1.432, H109 1.093, H143 1.091, C151 1.518
75 C 5.5215 -6.5254 3.8252  H18 1.090, H73 1.093, O97 1.436, C142 1.515
76 O 0.3334 7.5635 -2.1576  S96 1.432
77 C -4.1221 11.5723 -0.4855  H21 1.088, H27 1.088, S79 1.762, H115 1.089
78 H 2.6719 -1.0845 -3.2400  O135 0.971
79 S -4.6017 12.1527 -2.0788  O17 1.435, C77 1.762, O94 1.433, O144 1.607
80 H -0.3855 -1.2743 3.5525  C108 1.090
81 H -3.9055 -4.6426 -0.2542  C154 1.092
82 O -2.8296 -1.6225 -1.5818  S129 1.440
83 H 1.9651 5.2118 -5.4777  C49 1.125
84 H -0.9887 1.6836 4.0167  C30 1.091
85 O 4.1926 0.5517 -6.4989  C32 1.289
86 H -0.6910 -9.7714 -1.2975  C53 1.091
87 H -1.1586 -0.9599 -3.6952  C42 1.088
88 H -1.4744 -0.3037 2.5719  C108 1.093
89 H 0.8664 3.8537 -5.1396  C49 1.126
90 C -4.4523 -1.0282 5.4688  H36 1.088, S66 1.766, H91 1.088, H153 1.089
91 H -4.5893 -1.9615 4.9275  C90 1.088
92 H 5.8296 1.8869 -3.8158  N137 1.020
93 H 2.7780 10.9851 -2.3867  C122 1.091
94 O -3.5009 12.0045 -2.9839  S79 1.433
95 H -7.9029 6.2938 -1.7003  C133 1.091
96 S 0.0237 8.1240 -0.8766  C16 1.764, O48 1.607, O51 1.433, O76 1.432
97 O 4.4751 -6.8051 2.8830  S38 1.603, C75 1.436
98 H 0.9325 11.5003 -0.8500  C34 1.091
99 H -6.1614 8.3551 2.8688  C61 1.088
100 O -3.2646 1.2750 5.2284  S66 1.433
101 H 5.3159 0.3503 -4.2963  N137 1.020
102 S 0.3321 -13.1745 -0.8259  O11 1.434, O14 1.432, C127 1.765, O157 1.601
103 H -1.5123 -11.2973 -3.1251  C112 1.090
104 H 2.0509 3.6464 -1.9331  C64 1.109
105 H 0.7276 1.6813 -5.2677  O5 0.971
106 H 12.0814 -8.2577 6.1301  C71 1.091
107 O -2.9933 0.6896 -2.4655  C74 1.432, S129 1.606
108 C -1.0804 -0.4345 3.5827  O29 1.437, C30 1.517, H80 1.090, H88 1.093
109 H -4.8733 -0.0073 -1.8995  C74 1.093
110 O -7.1188 7.8183 0.3405  S57 1.601, C156 1.438
111 O 4.5904 2.6894 -6.7882  C32 1.240
112 C -1.3620 -11.6564 -2.1066  C53 1.516, H103 1.090, H141 1.093, O157 1.437
113 O -2.6722 -7.7291 -0.0888  S47 1.433
114 O 2.3057 -6.5064 4.0345  S38 1.435
115 H -4.0525 10.4865 -0.5363  C77 1.089
116 C 3.9581 1.8921 -4.5006  P4 1.871, C32 1.577, N137 1.486, N158 1.474
117 H -0.0089 0.6892 5.0833  C30 1.092
118 H -0.0316 -1.1535 -2.3243  C42 1.088
119 H 3.0576 -6.0853 0.6308  C7 1.087
120 H -3.2406 -3.8756 -1.7110  C154 1.088
121 O 10.1623 -9.5144 4.7756  C41 1.435, S132 1.604
122 C 1.9052 10.3303 -2.3571  H1 1.091, C34 1.517, H43 1.091, H93 1.091
123 H -0.9584 -4.7692 -1.1055  C10 1.092
124 O -1.6136 -5.6327 0.6809  C10 1.440, S47 1.600
125 H 0.5221 0.9995 3.4148  C30 1.091
126 H 8.2723 -11.4619 4.2979  C152 1.088
127 C 1.8183 -13.8444 -1.5036  H12 1.089, H55 1.088, H63 1.088, S102 1.765
128 H -5.4335 2.0756 -0.5762  C151 1.092
129 S -2.1215 -0.3699 -1.6306  O19 1.433, C42 1.763, O82 1.440, O107 1.606
130 H 2.9888 5.1334 -2.3068  C64 1.123
131 H 4.9750 -8.1614 5.1210  C142 1.091
132 S 8.7861 -9.5660 5.5976  O24 1.433, O121 1.604, O149 1.432, C152 1.765
133 C -7.3063 7.1542 -2.0086  H52 1.091, H56 1.091, H95 1.091, C156 1.517
134 H 6.0770 -6.9793 5.8579  C142 1.090
135 O 2.9179 -0.7035 -4.0983  P4 1.663, H78 0.971
136 H -1.8530 6.7787 -0.5117  C16 1.089
137 N 5.0713 1.2044 -3.7955  H92 1.020, H101 1.020, C116 1.486
138 H -6.5515 6.6166 2.6604  C61 1.088
139 O -0.2669 -7.2535 -0.6091  S47 1.436
140 H 4.3654 -6.6020 5.6528  C142 1.091
141 H -2.1229 -12.4171 -1.9167  C112 1.093
142 C 5.2208 -7.1012 5.1943  C75 1.515, H131 1.091, H134 1.090, H140 1.091
143 H -4.8308 1.4540 -2.8757  C74 1.091
144 O -4.7509 13.7069 -1.6972  C13 1.433, S79 1.607
145 H -2.2731 8.2879 -1.3628  C16 1.088
146 H -8.4391 8.6458 -0.9708  C156 1.090
147 H 9.9524 -7.5819 4.0210  C41 1.092
148 H 7.5559 -11.5250 5.9324  C152 1.089
149 O 9.0641 -9.3487 6.9852  S132 1.432
150 H -4.7013 15.6392 -2.3252  C13 1.091
151 C -4.4015 1.8044 -0.8063  H2 1.091, C74 1.518, H128 1.092, H155 1.091
152 C 8.4470 -11.2811 5.3561  H58 1.088, H126 1.088, S132 1.765, H148 1.089
153 H -5.4145 -0.5499 5.6453  C90 1.089
154 C -3.1201 -4.6992 -1.0101  C10 1.514, H67 1.092, H81 1.092, H120 1.088
155 H -3.9902 1.2826 0.0590  C151 1.091
156 C -7.4143 8.2742 -0.9913  H59 1.093, O110 1.438, C133 1.517, H146 1.090
157 O -0.0491 -12.2396 -2.0686  S102 1.601, C112 1.437
158 N 3.9412 3.2697 -3.9756  C65 1.285, C116 1.474

Its largest force on an atom is 3.636 eV Å⁻¹. For the lowest unoccupied orbital energy, the calculation gives 1.36 eV. Its molar mass is 1326.6 g/mol. As for the net charge: -1. The value obtained for the total energy is -7710.71215 hartree. The frontier orbital gap is 5.68 eV.